1.
{"formula": "C28H62N6O19S3", "method": "wB97M-V/def2-TZVPD", "species": ["C", "C", "O", "N", "C", "H", "H", "H", "H", "H", "H", "H", "C", "C", "O", "N", "C", "H", "H", "H", "H", "H", "H", "H", "C", "C", "O", "N", "C", "H", "H", "H", "H", "H", "H", "H", "C", "C", "O", "N", "C", "H", "H", "H", "H", "H", "H", "H", "C", "C", "O", "N", "C", "H", "H", "H", "H", "H", "H", "H", "C", "C", "O", "N", "C", "H", "H", "H", "H", "H", "H", "H", "C", "C", "O", "S", "O", "O", "O", "H", "H", "H", "H", "C", "C", "O", "S", "O", "O", "O", "H", "H", "H", "H", "C", "C", "O", "S", "O", "O", "O", "H", "H", "H", "H", "C", "C", "C", "O", "C", "H", "H", "H", "H", "H", "H", "H", "H"], "coordinates": [[0.145, -6.638, -2.797], [0.540, -5.755, -1.623], [1.315, -6.238, -0.795], [-0.042, -4.575, -1.394], [-0.845, -3.785, -2.327], [0.992, -7.219, -3.160], [-0.091, -5.983, -3.635], [-0.746, -7.158, -2.445], [0.268, -3.992, -0.629], [-1.684, -4.326, -2.764], [-0.388, -3.365, -3.223], [-1.265, -2.861, -1.929], [-0.603, -4.998, 2.340], [-0.362, -3.518, 2.844], [0.605, -2.855, 2.451], [-1.196, -2.997, 3.798], [-2.280, -3.677, 4.465], [-1.569, -5.130, 1.852], [-0.605, -5.824, 3.051], [0.213, -5.138, 1.632], [-1.046, -2.014, 3.976], [-2.397, -4.752, 4.326], [-3.117, -3.171, 3.985], [-2.240, -3.350, 5.504], [1.645, -0.593, 4.353], [0.371, 0.115, 4.727], [-0.687, -0.467, 4.826], [0.365, 1.417, 5.036], [-0.826, 2.288, 5.162], [1.696, -1.621, 4.712], [2.629, -0.151, 4.504], [1.513, -0.644, 3.272], [1.240, 1.694, 5.457], [-0.663, 3.159, 5.797], [-1.646, 1.651, 5.496], [-0.981, 2.883, 4.262], [-1.520, 4.766, -2.980], [-1.875, 4.375, -1.567], [-2.569, 3.346, -1.300], [-1.425, 5.103, -0.554], [-0.620, 6.226, -0.518], [-0.495, 4.602, -3.315], [-1.897, 5.761, -3.214], [-2.058, 4.035, -3.583], [-1.706, 4.660, 0.309], [-1.252, 7.114, -0.536], [-0.055, 6.415, -1.431], [-0.168, 6.412, 0.457], [4.848, 5.294, 2.992], [4.220, 4.296, 1.982], [4.452, 4.414, 0.787], [3.474, 3.304, 2.522], [3.027, 2.214, 1.789], [5.924, 5.336, 2.823], [4.760, 5.082, 4.058], [4.331, 6.244, 2.858], [3.339, 3.319, 3.523], [1.979, 2.233, 1.490], [3.057, 1.369, 2.478], [3.625, 1.863, 0.948], [2.016, 1.912, -5.224], [1.697, 0.650, -5.975], [0.949, 0.600, -6.875], [2.144, -0.498, -5.401], [1.952, -1.864, -5.737], [3.045, 2.059, -4.896], [1.337, 1.881, -4.372], [1.801, 2.916, -5.591], [2.518, -0.314, -4.481], [1.388, -1.965, -6.665], [1.422, -2.338, -4.911], [2.907, -2.369, -5.881], [5.941, -1.848, -1.247], [4.969, -1.836, -0.043], [3.822, -1.113, -0.531], [3.696, -1.180, -2.158], [3.244, 0.092, -2.793], [2.923, -2.403, -2.430], [5.275, -1.347, -2.424], [6.439, -2.780, -1.514], [6.787, -1.224, -0.957], [5.233, -1.405, 0.923], [4.700, -2.841, 0.283], [-4.528, 0.688, -1.583], [-4.055, 0.996, -3.024], [-3.453, -0.174, -3.386], [-4.466, -1.362, -3.107], [-3.802, -2.553, -2.647], [-5.477, -1.345, -4.186], [-5.132, -0.549, -1.822], [-5.327, 1.321, -1.197], [-3.727, 0.510, -0.865], [-3.414, 1.874, -3.099], [-4.807, 1.368, -3.720], [-4.316, -0.501, 2.784], [-3.294, 0.335, 3.616], [-3.651, 1.630, 3.599], [-4.999, 1.939, 2.650], [-4.664, 2.238, 1.259], [-5.940, 2.851, 3.315], [-5.463, 0.347, 2.790], [-4.589, -1.443, 3.260], [-3.991, -0.690, 1.761], [-2.327, 0.140, 3.152], [-3.278, 0.062, 4.671], [0.232, -0.126, 0.577], [0.365, 1.041, -0.480], [-0.071, 0.472, -1.858], [-1.215, -0.237, -1.319], [-0.796, -0.956, -0.100], [0.006, 0.329, 1.542], [1.122, -0.753, 0.632], [1.381, 1.435, -0.496], [-0.260, 1.911, -0.281], [0.557, -0.199, -2.444], [-0.262, 1.341, -2.487], [-0.499, -1.999, -0.207], [-1.720, -0.923, 0.478]], "mulliken_spin": [0.001, 0.000, -0.001, -0.002, 0.000, 0.000, 0.000, 0.000, -0.001, 0.000, 0.000, 0.001, 0.012, 0.080, -0.030, -0.099, -0.004, 0.000, 0.003, -0.007, -0.015, 0.006, 0.006, -0.003, 0.122, 2.236, -0.625, -1.156, 1.386, 0.020, -0.764, 0.341, -0.205, -0.196, -0.180, -0.071, 0.011, 0.107, 0.007, -0.111, 0.202, -0.006, -0.005, 0.010, -0.027, 0.013, 0.000, -0.107, 0.503, 0.309, -0.286, -0.486, 0.194, -0.012, -0.233, -0.005, 0.002, 0.171, 0.236, 0.063, 0.007, -0.001, 0.000, 0.001, -0.001, -0.001, 0.000, -0.001, 0.000, 0.000, 0.001, 0.000, -0.050, 0.121, -0.074, -0.069, 0.006, -0.014, 0.016, 0.017, -0.014, 0.007, 0.011, -0.010, 0.004, -0.001, 0.000, 0.000, 0.000, 0.001, 0.003, 0.004, -0.001, 0.001, 0.014, -0.013, -0.050, -0.150, 0.011, 0.001, -0.040, -0.012, 0.014, 0.012, 0.011, -0.260, -0.128, 0.079, 0.044, 0.055, 0.099, -0.023, 0.005, -0.013, -0.011, 0.002, -0.005, -0.005], "e_homo_ev": [-0.08, -7.03], "s2": 0.75, "total_energy_ev": -110384.899, "spin_multiplicity": 2, "total_charge": -1}

---

2.
{"formula": "C4H12NS2", "method": "wB97M-V/def2-TZVPD", "species": ["C", "C", "C", "C", "N", "S", "S", "H", "H", "H", "H", "H", "H", "H", "H", "H", "H", "H", "H"], "coordinates": [[1.637, 1.258, -1.140], [-0.360, -0.336, -0.668], [0.921, 1.017, 0.096], [-1.513, -0.728, 0.180], [-1.210, -1.177, 1.498], [1.597, 0.298, 1.575], [-2.455, -2.211, -0.557], [2.440, 0.486, -1.267], [0.983, 1.314, -2.003], [2.130, 2.247, -1.149], [0.334, -1.022, -1.086], [-0.720, 0.275, -1.503], [0.321, 1.755, 0.462], [-2.365, 0.060, 0.252], [-1.197, -2.225, 1.507], [-1.983, -0.995, 2.138], [-0.326, -0.794, 1.949], [2.286, -0.800, 0.965], [-1.513, -2.513, -1.347]], "nbo_charge": [-0.672, -0.469, -0.244, -0.181, -0.737, 0.017, 0.001, 0.230, 0.238, 0.250, 0.226, 0.242, 0.207, 0.258, 0.456, 0.441, 0.455, 0.155, 0.128], "e_homo_ev": -12.73, "total_energy_ev": -27494.398, "relative_energy_ev": 2.584, "total_charge": 1}

---

3.
{"formula": "C3H11NTa", "method": "wB97M-V/def2-TZVPD", "species": ["C", "C", "C", "Ta", "N", "H", "H", "H", "H", "H", "H", "H", "H", "H", "H", "H"], "coordinates": [[2.633, -0.446, 0.309], [1.917, 0.469, -0.394], [0.578, 0.987, -0.057], [-1.115, -0.536, -0.288], [-2.296, 0.438, 1.073], [2.731, -0.378, 1.388], [3.121, -1.272, -0.199], [2.375, 0.901, -1.287], [0.344, 1.918, -0.591], [0.515, 1.217, 1.022], [-0.335, -1.738, 0.895], [-2.397, -1.866, -0.428], [-2.039, 0.388, -1.638], [-0.289, -1.358, -1.721], [-3.166, -0.074, 1.205], [-2.578, 1.348, 0.713]], "nbo_charge": [-0.542, -0.116, -1.017, 1.921, -1.280, 0.179, 0.190, 0.178, 0.217, 0.231, -0.431, -0.406, -0.449, -0.434, 0.383, 0.375], "e_homo_ev": -3.66, "total_energy_ev": -6325.846, "total_charge": -1}